The following is a quantum chemistry calculation of 9 unconnected molecules or ions with the total composition C23H59BrINO9, from OMol25.

Atoms and positions in Å:
C -3.72 2.60 -0.85
C -2.67 3.06 0.15
I -0.87 3.65 -0.86
C -2.45 2.07 1.30
C -1.48 0.93 1.07
C -2.01 -0.26 0.24
C -1.00 -1.34 0.57
Br 0.56 -1.17 -0.67
N -0.62 -1.06 1.93
C -1.14 0.16 2.35
O -1.31 0.47 3.50
H -3.47 1.64 -1.30
H -4.68 2.54 -0.32
H -3.84 3.33 -1.64
H -3.02 4.00 0.59
H -2.16 2.63 2.19
H -3.43 1.63 1.50
H -0.51 1.24 0.69
H -2.15 -0.07 -0.82
H -2.94 -0.56 0.73
H -1.32 -2.36 0.41
H -0.58 -1.82 2.59
C -8.23 1.49 2.53
C -6.73 1.73 2.55
O -6.30 2.44 1.39
H -8.51 0.91 1.65
H -8.55 0.94 3.42
H -8.76 2.44 2.50
H -6.19 0.79 2.56
H -6.44 2.28 3.45
H -6.76 3.28 1.38
C 3.11 1.06 2.90
C 3.23 0.16 1.69
O 2.80 -1.17 1.98
H 3.70 0.67 3.73
H 3.44 2.08 2.67
H 2.07 1.12 3.23
H 4.27 0.08 1.37
H 2.65 0.56 0.85
H 1.86 -1.11 2.22
C 4.53 -3.02 -3.11
C 4.35 -1.53 -3.38
O 3.05 -1.07 -3.06
H 3.79 -3.59 -3.67
H 5.53 -3.35 -3.40
H 4.39 -3.23 -2.05
H 4.48 -1.32 -4.45
H 5.11 -0.96 -2.84
H 2.91 -1.24 -2.12
C 9.67 -5.37 -3.22
C 8.46 -4.51 -2.93
O 7.64 -4.33 -4.08
H 10.27 -4.94 -4.02
H 10.30 -5.48 -2.34
H 9.38 -6.37 -3.54
H 8.76 -3.51 -2.62
H 7.87 -4.95 -2.12
H 7.35 -5.19 -4.38
C 0.72 2.68 4.96
C -0.39 3.52 5.55
O -1.45 3.71 4.62
H 1.13 3.17 4.07
H 1.53 2.52 5.67
H 0.33 1.71 4.66
H -0.04 4.51 5.83
H -0.78 3.04 6.46
H -1.77 2.83 4.37
C -10.64 6.72 1.81
C -10.45 5.25 1.50
O -9.93 4.52 2.61
H -9.70 7.17 2.13
H -11.01 7.25 0.93
H -11.37 6.85 2.61
H -9.72 5.12 0.70
H -11.39 4.80 1.16
H -10.56 4.60 3.33
C -6.52 0.55 -1.90
C -6.52 -0.64 -0.96
O -5.37 -0.65 -0.12
H -5.62 0.55 -2.52
H -7.40 0.55 -2.55
H -6.53 1.48 -1.32
H -6.50 -1.57 -1.52
H -7.43 -0.65 -0.35
H -5.38 0.17 0.38
C 13.68 -5.84 -6.21
C 13.10 -6.35 -4.91
O 11.97 -7.20 -5.12
H 12.92 -5.31 -6.79
H 14.52 -5.17 -6.03
H 14.04 -6.67 -6.83
H 12.73 -5.52 -4.31
H 13.86 -6.87 -4.33
H 12.26 -7.96 -5.64

Properties
lowest unoccupied orbital energy = 0.444 eV
Kohn-Sham gap = 9.7 eV
SMILES string = C[C@H](I)C[C@@H]1C[C@@H](Br)NC1=O.CCO.CCO.CCO.CCO.CCO.CCO.CCO.CCO

The following is a quantum chemistry calculation of a molecular structure, C24H39BBr3CaCl3CsF4IN2O10S3, from OMol25.

Atoms and positions in Å:
C 0.90 2.03 3.85
C 0.61 3.13 2.89
C 0.84 3.09 1.26
C 2.02 3.85 0.42
C 3.13 4.83 1.17
C 3.17 5.21 2.75
S 3.90 3.83 3.86
O 5.20 4.26 4.58
O 4.04 2.58 2.95
C 4.29 5.46 0.15
B 5.55 6.43 0.65
O 5.73 7.73 -0.08
C 6.62 6.07 1.84
C 6.73 7.42 2.80
C 4.33 5.15 -1.49
C 3.20 4.23 -2.24
C 2.04 3.58 -1.23
C 0.90 2.64 -1.98
I 0.79 2.27 -4.14
C -0.21 1.97 -0.97
N -0.21 2.22 0.53
C -1.37 1.52 1.28
C -0.95 0.02 1.83
C -1.54 -0.28 3.37
F 0.51 -0.27 1.71
H 1.67 1.14 3.64
H 0.33 1.96 4.90
H 0.22 4.16 3.34
H 2.05 5.49 3.08
H 3.80 6.16 3.04
H 2.92 3.65 4.89
H 6.52 7.54 -0.68
H 6.41 5.08 2.43
H 7.69 5.96 1.33
H 7.07 7.20 3.90
H 7.57 8.12 2.33
H 5.74 8.08 2.79
H 5.19 5.60 -2.18
H 3.20 4.03 -3.41
H -1.07 1.31 -1.48
H -2.23 1.31 0.47
H -1.88 2.20 2.09
H -1.49 -0.79 1.15
H -0.84 -1.04 3.92
H -2.59 -0.81 3.23
H -1.75 0.71 3.96
Cl -1.06 -3.50 5.32
C -2.82 -3.66 5.13
C -3.20 -4.24 3.77
Cl -2.86 -3.11 2.44
H -3.27 -2.68 5.29
H -3.16 -4.33 5.92
H -4.27 -4.45 3.75
H -2.67 -5.18 3.57
Cl 2.74 0.80 -2.73
N 1.50 -4.40 0.45
S 1.43 -4.01 -1.07
O 0.80 -2.75 -1.42
O 1.28 -5.09 -2.04
F 2.97 -3.64 -1.31
S 0.07 -4.75 1.02
O 0.01 -4.79 2.48
O -0.69 -5.80 0.36
F -0.80 -3.45 0.71
C -0.66 -7.28 -3.96
Br -0.47 -9.20 -3.71
Br -0.88 -6.81 -5.84
Br -2.09 -6.54 -2.87
H 0.27 -6.82 -3.63
Ca 2.30 1.52 5.39
O -0.94 -1.61 -3.48
H -0.34 -0.90 -3.75
H -0.37 -2.24 -3.02
F 3.24 1.74 -0.70
O -2.80 4.15 -0.62
H -2.35 3.33 -0.52
C -7.22 -3.85 -5.57
C -6.66 -3.84 -4.16
O -5.83 -4.96 -3.86
C -4.66 -5.11 -4.66
C -3.69 -3.94 -4.56
H -7.75 -4.79 -5.77
H -7.91 -3.02 -5.72
H -6.42 -3.76 -6.32
H -7.49 -3.87 -3.45
H -6.12 -2.90 -3.95
H -4.93 -5.30 -5.70
H -4.15 -6.01 -4.30
H -4.13 -3.02 -4.96
H -2.78 -4.15 -5.12
H -3.43 -3.75 -3.51
Cs -6.51 -4.08 -1.83

Properties
lowest unoccupied orbital energy = -2.887 eV
Kohn-Sham gap = 2.7 eV

The following is a quantum chemistry calculation of 2 unconnected molecules or ions with the total composition C2H4N3O, from OMol25.

Atoms and positions in Å:
C 1.21 1.24 0.21
C -1.74 -0.15 -0.37
N 0.64 2.19 -0.11
N 1.74 0.07 0.48
N 2.34 -0.92 0.49
O 2.78 -1.95 0.61
H -1.35 -0.11 -1.31
H -1.85 0.95 0.10
H -2.74 -0.64 -0.29
H -1.02 -0.67 0.20

Properties
total charge = +1
spin multiplicity = 3
lowest unoccupied orbital energy (alpha / beta) = -6.912 / -11.612 eV
Kohn-Sham gap (alpha / beta) = 7.5 / 5.2 eV
<S²> = 2.009
energy relative to the best compared isomer or geometry (same formula, charge and spin) = 131.2 kcal per mole

Number 1: calculated total energy -122867.767 eV. Number 2: calculated total energy -367774.662 eV. Number 3: calculated total energy -8637.984 eV.